[1]
# C3H3LiO3Pd

A structure of composition C3H3LiO3Pd at a distorted geometry (ωB97M-V/def2-TZVPD, the Open Molecules 2025 dataset).

Total energy: -12971.416 eV
Spin multiplicity: 4
Strongest force on any atom: 12.53 eV/Å
Frontier orbital gap (spin up / spin down): 5.73 / 6.83 eV
⟨S²⟩: 3.758
Net charge: +1

XYZ file:
```
11
C3H3LiO3Pd ωB97M-V/def2-TZVPD
C 0.020 -0.568 -0.097
C 0.872 -0.650 1.105
O 1.319 0.119 0.018
C -1.065 0.784 -1.108
O -0.499 1.771 -1.522
O -2.159 0.517 -0.654
Li -2.582 -0.839 0.626
H 0.180 -1.337 -0.862
H 1.621 -1.432 1.255
H 0.752 0.022 1.960
Pd 1.541 1.614 -0.722
```

Mulliken population analysis, charges in e, atoms 1 to 2: atom 1 (C): -0.57, atom 2 (C): -0.20

[2]
# C3H5N3O

An isolated molecule of C3H5N3O at a distorted geometry (ωB97M-V/def2-TZVPD, the Open Molecules 2025 dataset).

Total energy: -9705.721 eV
Spin multiplicity: 1
Strongest force on any atom: 5.57 eV/Å
Frontier orbital gap: 8.48 eV
Relative energy (zero: lowest compared OMol25 entry of this formula, charge and spin): 112.1 kcal/mol
Structure (SMILES): N/N=C1\C=NOC1
Net charge: 0

XYZ file:
```
12
C3H5N3O ωB97M-V/def2-TZVPD
C -0.198 0.013 -0.218
C 0.152 1.091 -1.224
C 1.066 -0.483 0.164
H -0.627 -1.611 1.704
H -2.329 -1.276 1.601
H -0.330 1.035 -2.320
H -0.125 2.127 -0.972
H 1.430 -1.126 0.990
N -1.453 -0.905 1.498
N -1.329 -0.191 0.395
N 2.098 0.240 -0.303
O 1.645 1.086 -1.315
```

Mulliken population analysis, charges in e, atoms 1 to 2: atom 1 (C): 0.68, atom 2 (C): -0.25

[3]
# C10H16P2

An isolated molecule of C10H16P2 at a distorted geometry (ωB97M-V/def2-TZVPD, the Open Molecules 2025 dataset).

Total energy: -29204.866 eV
Spin multiplicity: 1
Strongest force on any atom: 4.81 eV/Å
Frontier orbital gap: 9.64 eV
Relative energy (zero: lowest compared OMol25 entry of this formula, charge and spin): 17.4 kcal/mol
Structure (SMILES): Cc1cc(C)c(C(P)P)c(C)c1
Net charge: 0

XYZ file:
```
28
C10H16P2 ωB97M-V/def2-TZVPD
C -0.513 0.696 1.929
C 1.525 -0.278 1.230
C 0.765 0.353 2.203
C -1.021 0.439 0.657
C 1.037 -0.422 -0.063
C -0.255 -0.036 -0.358
C 1.492 1.039 3.367
C -2.453 0.870 0.348
C 1.916 -1.164 -1.035
C -0.896 -0.241 -1.755
P -1.486 -2.044 -1.818
P 0.047 0.320 -3.328
H -1.154 0.906 2.754
H 2.401 -0.666 1.609
H 2.530 0.677 3.584
H 1.577 2.054 3.234
H 0.969 0.903 4.311
H -2.801 1.483 1.136
H -2.580 1.326 -0.576
H -3.160 0.009 0.481
H 1.377 -1.950 -1.471
H 2.144 -0.571 -1.926
H 2.716 -1.553 -0.605
H -1.821 0.181 -1.800
H -0.255 -2.617 -2.283
H -2.082 -2.212 -3.089
H -0.955 1.156 -3.896
H 0.937 1.342 -2.837
```

Mulliken population analysis, charges in e, atoms 1 to 2: atom 1 (C): -0.93, atom 2 (C): -1.14

[4]
# C2H2N

The ion C2H2N with charge +1 at a distorted geometry (ωB97M-V/def2-TZVPD, the Open Molecules 2025 dataset).

Total energy: -3584.819 eV
Spin multiplicity: 1
Strongest force on any atom: 3.34 eV/Å
Frontier orbital gap: 12.12 eV
Relative energy (zero: lowest compared OMol25 entry of this formula, charge and spin): 0.0 kcal/mol
Structure (SMILES): C1=[N+]=C1
Net charge: +1

XYZ file:
```
5
C2H2N ωB97M-V/def2-TZVPD
C -0.030 -0.680 -0.005
C -0.044 0.709 0.001
N 1.080 0.009 -0.001
H -0.542 -1.718 0.015
H -0.464 1.680 -0.010
```

Mulliken population analysis, charges in e, atoms 1 to 2: atom 1 (C): 0.20, atom 2 (C): 0.21

[5]
# C25H46O2P2Yb

A structure of composition C25H46O2P2Yb at a distorted geometry (ωB97M-V/def2-TZVPD, the Open Molecules 2025 dataset).

Total energy: -80864.916 eV
Spin multiplicity: 2
Strongest force on any atom: 9.61 eV/Å
Frontier orbital gap (spin up / spin down): 4.85 / 4.83 eV
⟨S²⟩: 0.751
Net charge: +1

XYZ file:
```
76
C25H46O2P2Yb ωB97M-V/def2-TZVPD
Yb -0.693 -0.149 -1.702
C -2.459 1.731 0.103
C -3.035 0.869 -0.869
C -2.580 -0.378 1.017
C -2.276 0.978 1.288
C -3.070 -0.453 -0.309
C -2.168 3.174 -0.070
H -2.156 3.458 -1.130
H -1.183 3.426 0.362
H -2.920 3.802 0.438
C -1.865 1.522 2.597
H -2.092 2.594 2.669
H -0.789 1.395 2.800
H -2.414 1.015 3.401
C -2.449 -1.519 1.953
H -3.427 -1.958 2.206
H -1.977 -1.205 2.892
H -1.836 -2.324 1.528
C -3.424 -1.685 -1.045
H -4.440 -1.642 -1.468
H -3.377 -2.554 -0.376
H -2.752 -1.904 -1.898
C -3.413 1.259 -2.245
H -4.298 1.917 -2.272
H -3.651 0.392 -2.874
H -2.605 1.824 -2.744
C 1.337 0.707 -2.464
C 0.370 1.547 -2.934
C -0.065 1.606 -4.394
C -1.129 0.562 -4.859
C -1.327 -0.647 -3.976
C -0.292 -1.447 -3.598
C 1.104 -1.234 -4.150
C 2.036 -0.322 -3.306
H 0.797 1.583 -5.093
H -0.860 0.242 -5.883
H -0.497 2.620 -4.546
H 2.748 0.174 -3.998
H 1.732 0.841 -1.444
H 0.075 2.414 -2.310
H 2.677 -0.955 -2.670
H 1.570 -2.231 -4.265
H -0.455 -2.337 -2.961
H 1.061 -0.862 -5.190
H -2.095 1.073 -4.989
H -2.361 -0.994 -3.877
P 2.324 3.163 0.527
C 1.984 3.718 2.250
H 2.832 4.285 2.670
H 1.750 2.851 2.884
H 1.097 4.372 2.221
C 3.808 2.100 0.772
H 4.643 2.673 1.198
H 4.106 1.707 -0.210
H 3.557 1.248 1.415
C 3.214 4.674 -0.017
H 3.691 4.488 -0.985
H 3.967 4.959 0.726
H 2.492 5.486 -0.146
P 1.176 -4.147 -0.525
C 0.550 -5.794 -0.998
H 1.384 -6.499 -1.059
H 0.055 -5.686 -1.975
H -0.180 -6.102 -0.238
C 2.804 -4.092 -1.408
H 2.622 -3.851 -2.472
H 3.293 -5.077 -1.321
H 3.440 -3.309 -0.955
C 1.744 -4.456 1.198
H 2.199 -5.454 1.253
H 0.858 -4.409 1.854
H 2.471 -3.682 1.499
O 1.082 0.518 1.383
C 0.845 -0.696 1.133
O 0.496 -1.176 -0.033
H 0.928 -1.437 1.980
```

Mulliken population analysis, charges in e, atoms 1 to 2: atom 1 (Yb): -0.35, atom 2 (C): 0.78

[6]
# C3H7O2P

An isolated molecule of C3H7O2P at a distorted geometry (ωB97M-V/def2-TZVPD, the Open Molecules 2025 dataset).

Total energy: -16602.828 eV
Spin multiplicity: 3
Strongest force on any atom: 5.46 eV/Å
Frontier orbital gap (spin up / spin down): 6.58 / 8.73 eV
Relative energy (zero: lowest compared OMol25 entry of this formula, charge and spin): 45.8 kcal/mol
⟨S²⟩: 2.012
Net charge: 0

XYZ file:
```
13
C3H7O2P ωB97M-V/def2-TZVPD
C -0.145 -1.481 0.296
C 1.024 0.768 0.999
C -1.299 -1.886 -0.599
O 0.230 -0.241 0.343
O 0.138 2.132 -0.954
P 1.549 2.013 -0.122
H 0.200 -2.151 1.092
H 1.705 0.497 1.750
H -2.259 -2.034 -0.024
H -1.163 -2.672 -1.247
H -1.446 -0.936 -1.165
H -0.241 2.943 -1.267
H 1.708 3.047 0.898
```

Mulliken population analysis, charges in e, atoms 1 to 2: atom 1 (C): -0.21, atom 2 (C): -0.27

[7]
# C50H111O2P3

A cluster of 4 separate species, C50H111O2P3 in total at a distorted geometry (ωB97M-V/def2-TZVPD, the Open Molecules 2025 dataset).

Total energy: -85597.973 eV
Spin multiplicity: 1
Strongest force on any atom: 2.34 eV/Å
Frontier orbital gap: 5.74 eV
Relative energy (zero: lowest compared OMol25 entry of this formula, charge and spin): 42.6 kcal/mol
Net charge: +2

XYZ file:
```
166
C50H111O2P3 ωB97M-V/def2-TZVPD
C 4.089 -0.976 3.777
C 2.666 -0.930 4.349
C 1.952 0.394 4.482
C 0.435 0.326 4.695
P -0.655 1.779 4.568
C -2.478 1.239 4.417
C -2.942 0.566 3.092
C -4.388 0.179 2.998
C -4.702 -0.603 1.696
C -0.194 2.730 3.097
C -1.156 3.982 2.850
C -0.460 5.131 1.998
C 0.643 5.954 2.741
C -0.467 2.994 6.087
C 0.916 3.695 5.922
C 1.113 5.020 6.759
C -0.089 6.037 6.689
H 4.798 -0.186 4.024
H 4.059 -0.895 2.691
H 4.680 -1.837 4.090
H 2.779 -1.401 5.326
H 2.070 -1.621 3.753
H 2.128 0.908 3.537
H 2.394 1.065 5.219
H 0.277 0.078 5.745
H -0.009 -0.521 4.173
H -3.101 2.108 4.629
H -2.695 0.503 5.191
H -2.315 -0.299 2.878
H -2.684 1.235 2.271
H -4.886 1.146 3.072
H -4.736 -0.397 3.855
H -5.767 -0.573 1.469
H -4.292 -1.607 1.803
H -4.231 -0.067 0.872
H -0.159 1.986 2.301
H 0.831 3.082 3.210
H -1.466 4.517 3.748
H -2.067 3.719 2.313
H -1.183 5.833 1.583
H 0.049 4.703 1.134
H 1.288 5.374 3.400
H 0.081 6.568 3.444
H 1.072 6.627 1.998
H -0.449 2.397 6.998
H -1.314 3.679 6.055
H 1.083 3.992 4.887
H 1.754 3.061 6.211
H 1.964 5.540 6.319
H 1.479 4.863 7.773
H 0.346 6.973 7.038
H -0.870 5.749 7.393
H -0.560 6.192 5.718
C 9.083 -11.071 2.281
C 7.640 -11.428 1.731
C 6.854 -10.166 1.314
C 5.546 -10.517 0.669
P 4.502 -9.047 0.298
C 5.593 -7.713 -0.316
C 6.494 -6.916 0.731
C 7.386 -5.867 0.111
C 8.544 -6.525 -0.722
C 3.237 -9.478 -0.941
C 2.384 -8.272 -1.461
C 1.608 -8.614 -2.763
C 0.527 -7.535 -3.103
C 3.598 -8.472 1.760
C 2.593 -9.357 2.512
C 1.918 -8.637 3.623
C 2.725 -8.368 4.852
H 8.947 -10.960 3.357
H 9.501 -10.173 1.825
H 9.791 -11.889 2.147
H 7.120 -11.965 2.524
H 7.683 -12.133 0.900
H 7.511 -9.673 0.597
H 6.817 -9.459 2.143
H 5.004 -11.181 1.342
H 5.784 -10.983 -0.287
H 4.933 -6.959 -0.747
H 6.124 -8.175 -1.149
H 7.049 -7.550 1.422
H 5.783 -6.468 1.425
H 7.846 -5.166 0.807
H 6.792 -5.247 -0.561
H 8.923 -7.444 -0.276
H 9.304 -5.799 -1.012
H 7.947 -6.803 -1.590
H 2.631 -10.264 -0.491
H 3.778 -9.949 -1.762
H 3.046 -7.422 -1.623
H 1.609 -7.989 -0.749
H 1.057 -9.545 -2.624
H 2.357 -8.553 -3.553
H -0.117 -7.316 -2.251
H -0.033 -7.865 -3.978
H 1.049 -6.673 -3.519
H 3.118 -7.502 1.631
H 4.348 -8.321 2.536
H 3.158 -10.178 2.955
H 1.837 -9.690 1.800
H 1.091 -9.278 3.929
H 1.444 -7.731 3.244
H 3.014 -9.232 5.451
H 2.193 -7.708 5.538
H 3.697 -7.900 4.696
C -0.271 7.410 -4.153
C -1.377 8.363 -3.680
C -2.777 7.778 -3.700
C -3.253 7.486 -5.120
P -4.736 6.369 -5.198
C -5.604 6.550 -3.550
C -6.339 7.862 -3.357
C -6.298 8.414 -1.915
C -7.386 9.345 -1.327
C -5.772 6.766 -6.654
C -6.369 8.197 -6.761
C -7.099 8.331 -8.056
C -7.432 9.743 -8.470
C -4.234 4.637 -5.305
C -3.168 4.019 -4.319
C -2.850 2.567 -4.810
C -1.466 1.929 -4.449
H -0.410 6.993 -5.150
H -0.105 6.655 -3.385
H 0.675 7.942 -4.249
H -1.294 9.262 -4.290
H -1.150 8.792 -2.704
H -3.375 8.488 -3.128
H -2.827 6.875 -3.091
H -2.437 7.013 -5.667
H -3.599 8.396 -5.611
H -4.841 6.382 -2.790
H -6.294 5.712 -3.651
H -7.364 7.880 -3.727
H -6.018 8.628 -4.063
H -5.296 8.808 -1.747
H -6.428 7.598 -1.205
H -7.569 10.271 -1.873
H -7.133 9.592 -0.296
H -8.321 8.787 -1.294
H -6.690 6.188 -6.764
H -5.126 6.565 -7.508
H -5.556 8.923 -6.764
H -6.980 8.495 -5.909
H -7.975 7.702 -7.902
H -6.521 7.874 -8.859
H -6.604 10.305 -8.902
H -7.729 10.285 -7.571
H -8.261 9.703 -9.176
H -3.896 4.465 -6.327
H -5.194 4.122 -5.262
H -3.521 4.095 -3.290
H -2.299 4.667 -4.438
H -3.008 2.545 -5.889
H -3.649 1.988 -4.348
H -1.596 0.935 -4.023
H -1.000 2.475 -3.629
H -0.725 1.922 -5.249
C -0.710 -3.702 -0.155
C 0.730 -3.070 0.040
O 1.706 -3.854 0.022
O 0.838 -1.835 0.066
H -0.717 -4.594 0.471
H -0.909 -3.943 -1.199
H -1.393 -2.981 0.294
```

Mulliken population analysis, charges in e, atoms 1 to 2: atom 1 (C): -1.42, atom 2 (C): -0.43